The following is a quantum chemistry calculation of 2 unconnected molecules or ions with the total composition C4H6N2 at a distorted geometry, from OMol25.

Geometry (Å):
C: 1.2520 -0.9515 0.5655
C: 0.3866 0.0857 -0.0132
C: -0.1713 0.7542 -0.9543
C: -0.4713 1.0887 -2.2785
N: -0.6834 1.3793 -3.3813
N: -0.5350 1.1426 0.4638
H: 2.2096 -0.5092 0.8637
H: 0.7829 -1.3787 1.4562
H: 1.4455 -1.7404 -0.1649
H: 0.0221 1.9658 0.7266
H: -2.1920 -1.2740 1.4453
H: -2.0458 -0.5626 1.2713

Summary:
- energy relative to the best compared isomer or geometry (same formula, charge and spin) (eV) = 4.638
- highest occupied orbital energy (eV) = -8.956
- largest force on an atom (eV/Å) = 1.094
- lowest unoccupied orbital energy (eV) = 0.34
- 2S+1 = 1
- charge = 0
- frontier orbital gap (eV) = 9.3
- SMILES = CC1=C(C#N)N1.[H][H]